Computed, not measured: a structure of composition C44H38Cl2KN4O3P, with ωB97M-V/def2-TZVPD.

Geometry as XYZ:
```
93
Properties=species:S:1:pos:R:3:forces:R:3:lowdin_charge:R:1
K -0.236613 -0.719691 -0.092036 0.19 0.43 -0.27 0.752
O 1.154926 -1.068554 -2.366245 0.12 0.01 0.04 -0.186
C 2.399545 -0.987026 -2.095833 0.01 -0.02 0.03 -0.424
C 3.286280 -2.090353 -2.325369 -0.03 0.03 0.02 -0.036
C 4.625030 -2.021125 -2.032836 -0.07 -0.09 -0.05 -0.134
C 5.197507 -0.858869 -1.493876 0.05 0.07 0.04 -0.148
C 4.375238 0.222468 -1.249687 0.01 -0.08 0.00 -0.077
C 3.006630 0.185941 -1.528988 0.09 0.09 -0.07 -0.154
C 2.163686 1.339992 -1.228402 0.04 -0.12 -0.10 -0.140
N 2.605618 2.463263 -0.824868 -0.07 -0.03 0.07 0.037
C 1.655193 3.501884 -0.473459 0.01 0.04 -0.01 -0.241
C 0.158129 3.181496 -0.389009 0.00 0.01 -0.03 -0.253
N -0.163161 2.188264 0.625915 0.06 -0.01 0.12 0.026
C -0.368965 2.662872 1.790656 -0.02 0.16 -0.14 -0.151
C -0.673893 1.981880 3.035400 -0.01 -0.19 0.08 -0.148
C -0.629854 2.764424 4.195421 0.01 0.01 0.01 -0.098
C -0.853053 2.251092 5.456408 0.00 0.02 0.00 -0.155
C -1.138290 0.880854 5.562214 0.00 -0.04 0.07 -0.136
C -1.210642 0.077329 4.455274 -0.04 -0.05 -0.15 -0.032
C -1.007662 0.577007 3.120960 -0.09 0.32 0.02 -0.417
O -1.150024 -0.152772 2.105200 -0.12 -0.14 0.35 -0.219
H 2.841407 -2.998388 -2.717214 0.01 -0.01 0.00 0.106
H 5.244104 -2.896951 -2.207095 0.02 0.02 0.01 0.090
H 6.254423 -0.820485 -1.256994 0.00 0.00 0.00 0.072
H 4.769770 1.134783 -0.815852 0.00 0.01 0.00 0.093
H 1.097422 1.162204 -1.382036 0.01 0.08 0.03 0.070
H 1.787065 4.332584 -1.180869 -0.01 0.00 0.01 0.098
H 1.961958 3.893534 0.504599 -0.02 0.00 0.00 0.099
H -0.222174 2.832878 -1.353061 0.02 0.01 0.01 0.082
H -0.347243 4.137246 -0.173493 0.00 0.00 -0.02 0.099
H -0.303792 3.760860 1.925343 -0.01 -0.01 -0.02 0.109
H -0.398603 3.821637 4.083459 0.00 0.00 0.00 0.091
H -0.807943 2.882691 6.334987 0.00 0.00 0.00 0.070
H -1.312150 0.445715 6.542842 0.00 0.01 0.00 0.084
H -1.444890 -0.978007 4.537783 0.00 0.00 0.03 0.099
Cl -1.605344 -5.633655 -1.571117 -0.05 0.00 -0.02 0.609
C -0.060005 -5.191644 -0.880363 -0.08 -0.02 0.00 -0.594
C 0.982472 -6.103170 -0.999336 0.01 0.03 0.02 -0.173
C 2.212481 -5.829694 -0.468270 -0.03 0.04 0.01 -0.635
Cl 3.498298 -7.014988 -0.632202 0.04 -0.05 -0.01 0.591
C 2.448888 -4.605761 0.200630 0.00 -0.06 -0.05 -0.193
C 3.697120 -4.249183 0.755054 0.00 0.04 0.02 -0.056
C 3.851917 -3.032812 1.354401 -0.03 -0.03 -0.02 -0.068
C 2.747733 -2.166559 1.402790 0.04 0.09 -0.01 -0.139
N 1.573656 -2.472787 0.913499 -0.03 -0.11 -0.02 0.082
C 1.386573 -3.668383 0.312974 0.06 -0.11 -0.03 -0.136
C 0.032573 -3.939158 -0.223087 0.12 -0.16 0.03 -0.442
O -0.920603 -3.140782 -0.092934 -0.06 -0.21 0.02 -0.153
H 0.806788 -7.037087 -1.516949 0.02 -0.01 0.00 0.089
H 4.524316 -4.942240 0.676433 0.01 0.00 0.00 0.075
H 4.802880 -2.718526 1.764066 0.01 -0.01 0.00 0.095
H 2.845650 -1.181181 1.849348 -0.01 0.00 0.00 0.113
C -0.575022 3.162325 -6.760887 0.01 0.01 -0.03 -0.061
C -0.981740 2.516568 -5.466297 -0.02 -0.01 0.05 -0.287
C -0.251745 1.482505 -4.903572 0.00 0.00 0.02 -0.014
C -0.653086 0.920311 -3.694267 0.03 0.05 -0.07 -0.105
N -1.728267 1.341165 -3.028640 -0.08 -0.05 0.03 0.076
C -2.434607 2.329699 -3.572337 -0.05 0.08 0.00 -0.151
C -2.111322 2.942659 -4.770703 0.00 -0.02 0.03 -0.050
H 0.287301 2.657652 -7.194985 0.00 0.00 0.00 0.071
H -0.311636 4.210867 -6.606996 0.00 0.00 0.01 0.077
H -1.390713 3.133275 -7.486180 0.00 0.00 0.00 0.074
H 0.642535 1.100226 -5.380908 0.00 0.02 -0.03 0.113
H -0.061850 0.122333 -3.244369 -0.01 0.00 -0.01 0.076
H -3.308540 2.655830 -3.014811 -0.01 -0.02 0.00 0.090
H -2.734610 3.746208 -5.146572 0.02 0.01 -0.04 0.101
C -3.441981 -0.553517 -0.442438 -0.38 -0.16 -0.05 -0.255
P -3.668188 0.805865 0.790820 0.59 0.07 -0.13 1.055
C -5.168099 1.525871 -0.009625 -0.24 -0.16 0.07 -0.385
C -6.390047 0.857687 -0.122956 0.02 0.08 -0.02 -0.097
C -7.460419 1.438004 -0.783990 -0.01 -0.01 0.00 -0.099
C -7.328110 2.701285 -1.351223 -0.05 -0.01 -0.01 -0.116
C -6.123747 3.376587 -1.244789 0.05 0.03 0.00 -0.109
C -5.055106 2.791985 -0.572573 -0.01 0.05 -0.04 -0.121
C -4.414525 -0.114895 2.176236 -0.11 0.01 0.07 -0.383
C -5.341597 0.506398 3.014742 0.01 -0.04 -0.01 -0.111
C -5.834579 -0.143513 4.134667 -0.01 0.00 0.03 -0.109
C -5.395073 -1.424439 4.443699 -0.03 0.01 0.04 -0.115
C -4.459858 -2.041625 3.627703 0.04 -0.02 -0.04 -0.088
C -3.967988 -1.394126 2.501957 -0.01 -0.01 0.04 -0.084
H -2.664295 -1.288390 -0.242014 0.04 0.16 0.27 -0.008
H -3.238983 -0.090553 -1.409788 0.02 -0.01 0.01 0.024
H -4.374702 -1.122958 -0.492578 0.00 0.02 -0.18 0.046
H -6.499309 -0.124967 0.321354 0.00 -0.01 0.00 0.106
H -8.400129 0.903324 -0.861423 -0.01 0.01 -0.01 0.093
H -8.163837 3.153706 -1.872174 0.00 0.00 0.00 0.089
H -6.009759 4.363241 -1.678939 -0.02 -0.01 -0.01 0.093
H -4.114139 3.324228 -0.483046 0.01 -0.02 0.02 0.093
H -5.680272 1.511930 2.789115 0.01 0.00 -0.01 0.101
H -6.553348 0.356299 4.773920 0.00 -0.01 0.00 0.089
H -5.770707 -1.931916 5.324536 0.00 0.00 0.00 0.088
H -4.092802 -3.031842 3.868922 -0.01 0.00 0.01 0.101
H -3.207038 -1.873263 1.900327 0.01 -0.01 0.00 0.103
```
Forces are in eV/Å.

Computed properties:
gap between HOMO and LUMO	5.68	eV
total energy	-4006.04701	hartree
multiplicity	1
F_max	0.61	eV Å⁻¹
total charge	-2